# 1
C20H23Cl3FGeNO3PtS3 | wB97M-V/def2-TZVPD

## Properties
Charge: +3
Orbital gap (alpha / beta): 7.317 / 6.426 eV
Relative energy (zero: lowest compared OMol25 entry of this formula, charge and spin): 0.000 eV
LUMO level (alpha / beta): -8.9 / -12.0 eV
DFT total energy: -5926.6978 hartree
2S+1: 6

Element x y z (Å)
Pt 0.853 -1.633 1.985
C 1.743 -2.402 4.975
C 0.288 -2.029 5.212
S -0.407 -0.958 3.903
C -1.978 -1.783 3.516
C -1.868 -3.208 2.999
S -0.743 -3.375 1.571
C 0.282 -4.799 2.051
C 1.081 -4.637 3.335
S 2.120 -3.136 3.355
H 2.395 -1.529 5.026
H 2.078 -3.101 5.743
H -0.348 -2.906 5.307
H 0.213 -1.472 6.146
H -2.596 -1.755 4.415
H -2.445 -1.126 2.780
H -1.538 -3.896 3.775
H -2.852 -3.544 2.670
H -0.374 -5.668 2.128
H 0.933 -4.960 1.191
H 0.444 -4.625 4.217
H 1.757 -5.486 3.438
C 0.708 1.577 -5.511
C -0.430 2.161 -4.691
C -0.452 3.676 -4.760
C -1.617 4.231 -3.962
C -1.577 3.742 -2.554
C -2.137 4.471 -1.535
C -2.079 3.991 -0.232
F -2.603 4.688 0.733
C -1.465 2.765 0.100
C -0.900 2.013 -0.892
C -0.274 0.718 -0.538
O -0.312 0.280 0.604
C 0.346 0.042 -1.669
C 0.259 0.565 -2.917
N -0.363 1.743 -3.225
C -0.932 2.481 -2.243
C 1.123 -1.190 -1.473
O 1.460 -1.872 -2.539
O 1.538 -1.664 -0.431
H 0.670 2.045 -6.494
H 0.621 0.506 -5.685
H 1.683 1.808 -5.077
H -1.387 1.764 -5.042
H -0.546 3.964 -5.806
H 0.499 4.078 -4.400
H -2.566 3.906 -4.408
H -1.633 5.320 -3.969
H -2.617 5.423 -1.728
H -1.443 2.433 1.129
H 0.714 0.060 -3.757
Cl 2.670 0.255 2.142
Ge 4.337 0.005 0.642
Cl 3.657 1.117 -1.068
Cl 6.009 0.926 1.517


# 2
C20H23Cl3IrN3O5Se | wB97M-V/def2-TZVPD

## Properties
Orbital gap (alpha / beta): 7.293 / 7.293 eV
Relative energy (zero: lowest compared OMol25 entry of this formula, charge and spin): 0.000 eV
LUMO level (alpha / beta): -0.1 / -0.1 eV
DFT total energy: -5202.6632 hartree

Element x y z (Å)
Ir 0.177 0.093 -0.113
O 0.535 -1.684 1.411
C -0.260 -2.893 1.354
C -1.615 -2.710 2.015
C -2.402 -1.539 1.423
C -2.431 -1.591 -0.064
C -3.293 -2.473 -0.696
C -3.340 -2.546 -2.074
C -2.507 -1.722 -2.798
C -1.642 -0.890 -2.121
N -1.587 -0.800 -0.772
H 0.546 -1.329 2.312
H 0.275 -3.714 1.831
H -0.327 -3.110 0.288
H -1.487 -2.514 3.085
H -2.155 -3.658 1.929
H -1.941 -0.610 1.724
H -3.420 -1.516 1.813
H -3.936 -3.091 -0.082
H -4.019 -3.229 -2.568
H -2.484 -1.734 -3.879
H -0.958 -0.260 -2.661
C 4.400 -0.054 0.070
C 2.955 -0.183 -0.277
N 2.044 0.615 0.180
O 2.531 1.580 1.041
C 2.503 -1.245 -1.155
C 3.414 -2.099 -1.959
N 1.195 -1.400 -1.160
O 0.665 -2.350 -1.820
H 4.572 0.706 0.823
H 4.977 0.196 -0.823
H 4.759 -1.018 0.432
H 1.781 2.175 1.197
H 4.006 -2.785 -1.345
H 4.109 -1.482 -2.533
H 2.814 -2.693 -2.643
Se -0.506 1.152 2.028
C 0.009 3.004 2.145
C 0.991 3.400 3.056
C 1.320 4.743 3.203
C 0.669 5.704 2.445
C -0.314 5.316 1.542
C -0.651 3.979 1.397
H 1.499 2.647 3.646
H 2.088 5.035 3.908
H 0.919 6.751 2.562
H -0.827 6.064 0.949
H -1.418 3.682 0.698
Cl -0.866 4.524 -1.932
C -0.619 3.111 -2.970
Cl -2.195 2.535 -3.578
Cl 0.410 3.563 -4.322
C -0.011 1.905 -2.205
O 0.693 1.109 -2.783
O -0.411 1.801 -0.952


# 3
C20H23Cl3OTc | wB97M-V/def2-TZVPD

## Properties
Charge: -2
Orbital gap (alpha / beta): 5.600 / 5.626 eV
Relative energy (zero: lowest compared OMol25 entry of this formula, charge and spin): 0.709 eV
LUMO level (alpha / beta): 5.2 / 5.2 eV
DFT total energy: -2312.4685 hartree
2S+1: 4

Element x y z (Å)
C -1.291 1.582 -1.119
C -1.898 2.192 0.142
C -2.479 1.136 0.866
C -2.123 3.599 0.386
C -2.423 -0.089 0.108
C -1.812 0.173 -1.111
C -2.004 -0.698 -2.300
C -1.358 2.385 -2.383
C -3.159 1.297 2.181
C -3.043 -1.342 0.558
Tc 0.476 1.356 -0.030
Cl 0.915 3.052 1.187
Cl 1.776 2.338 -1.806
Cl 0.179 0.065 1.854
H -1.704 4.237 -0.409
H -1.711 3.937 1.370
H -3.203 3.801 0.434
H -2.644 2.057 2.785
H -3.169 0.355 2.726
H -4.198 1.619 2.030
H -2.727 -1.604 1.572
H -2.759 -2.181 -0.110
H -4.145 -1.273 0.551
H -1.849 -1.739 -1.990
H -1.199 -0.487 -3.012
H -3.006 -0.619 -2.732
H -0.877 3.328 -2.297
H -2.450 2.550 -2.629
H -0.927 1.798 -3.189
O 0.800 -0.994 -2.665
H 1.418 -0.043 -2.827
C 2.338 -4.048 1.463
C 1.166 -3.467 0.936
C 1.218 -2.216 0.357
C 2.365 -1.392 0.405
C 2.412 0.009 0.150
C 3.618 0.636 0.091
C 4.859 -0.043 0.325
C 4.831 -1.390 0.677
C 3.591 -2.061 0.793
C 3.563 -3.367 1.342
H 2.322 -5.032 1.936
H 0.227 -4.020 0.996
H 0.370 -1.821 -0.220
H 3.681 1.699 -0.186
H 5.797 0.480 0.239
H 5.750 -1.952 0.869
H 4.485 -3.804 1.686


# 4
C20H23Cl40NO3 | wB97M-V/def2-TZVPD

## Properties
SMILES: CC[C@H](CO[C@H](N)CCCCO)OC.ClC(Cl)(Cl)Cl.ClC(Cl)(Cl)Cl.ClC(Cl)(Cl)Cl.ClC(Cl)(Cl)Cl.ClC(Cl)(Cl)Cl.ClC(Cl)(Cl)Cl.ClC(Cl)(Cl)Cl.ClC(Cl)(Cl)Cl.ClC(Cl)(Cl)Cl.ClC(Cl)(Cl)Cl
Orbital gap: 9.035 eV
LUMO level: -0.1 eV
DFT total energy: -19463.8159 hartree

Element x y z (Å)
C -2.315 2.222 2.809
C -2.467 1.020 3.798
C -1.168 0.128 3.877
C -1.413 -1.252 3.189
O -0.369 -1.669 2.318
C -0.562 -1.229 0.971
N 0.077 -2.223 0.106
C 0.165 0.168 0.849
C 0.434 0.578 -0.627
C 1.497 1.727 -0.826
C 2.153 2.263 0.472
O 3.128 1.381 1.031
O -0.826 -0.053 5.263
C 0.485 0.416 5.519
H -2.504 1.924 1.758
H -3.017 3.029 3.090
H -1.285 2.632 2.885
H -3.347 0.416 3.511
H -2.605 1.427 4.819
H -0.353 0.723 3.429
H -2.386 -1.290 2.647
H -1.505 -2.001 4.004
H -1.625 -1.096 0.686
H 0.012 -3.119 0.578
H 1.054 -1.972 -0.009
H 1.070 0.070 1.478
H -0.545 0.898 1.285
H -0.528 0.960 -1.027
H 0.717 -0.259 -1.290
H 2.308 1.331 -1.466
H 1.000 2.566 -1.357
H 2.712 3.187 0.207
H 1.410 2.540 1.247
H 2.964 0.480 0.754
H 1.221 0.134 4.736
H 0.540 1.517 5.674
H 0.836 -0.043 6.467
Cl -8.924 3.278 1.054
C -7.484 3.566 2.041
Cl -7.959 4.290 3.587
Cl -6.671 2.021 2.338
Cl -6.384 4.662 1.186
Cl 6.189 1.241 2.030
C 6.813 0.803 0.431
Cl 5.594 -0.145 -0.445
Cl 7.168 2.276 -0.488
Cl 8.301 -0.148 0.623
Cl 9.357 -4.061 1.546
C 8.271 -4.219 0.154
Cl 7.089 -2.900 0.178
Cl 9.215 -4.137 -1.344
Cl 7.426 -5.775 0.238
Cl 7.744 5.009 -2.095
C 6.350 6.084 -2.297
Cl 4.947 5.137 -2.821
Cl 5.986 6.873 -0.752
Cl 6.724 7.314 -3.516
Cl -2.298 -1.434 -2.540
C -2.299 -3.059 -3.244
Cl -3.654 -3.211 -4.380
Cl -0.779 -3.331 -4.109
Cl -2.472 -4.262 -1.955
Cl -5.352 -0.793 -2.770
C -6.084 0.193 -1.495
Cl -6.204 -0.766 -0.009
Cl -5.083 1.626 -1.196
Cl -7.704 0.696 -2.015
Cl -13.054 1.007 0.089
C -11.772 -0.071 0.667
Cl -12.096 -1.724 0.114
Cl -10.211 0.471 0.027
Cl -11.726 -0.039 2.438
Cl -0.771 1.138 -3.683
C 0.455 0.543 -4.820
Cl -0.265 -0.693 -5.865
Cl 1.045 1.894 -5.805
Cl 1.811 -0.167 -3.925
Cl 5.265 -8.964 4.617
C 5.167 -7.639 3.444
Cl 6.420 -6.438 3.803
Cl 5.411 -8.279 1.809
Cl 3.571 -6.876 3.546
Cl 2.535 -0.082 -7.987
C 1.609 0.310 -9.446
Cl 1.193 -1.186 -10.300
Cl 0.120 1.167 -9.001
Cl 2.586 1.342 -10.505


What did the fourth record say?
C20H23Cl40NO3 | wB97M-V/def2-TZVPD

## Properties
SMILES: CC[C@H](CO[C@H](N)CCCCO)OC.ClC(Cl)(Cl)Cl.ClC(Cl)(Cl)Cl.ClC(Cl)(Cl)Cl.ClC(Cl)(Cl)Cl.ClC(Cl)(Cl)Cl.ClC(Cl)(Cl)Cl.ClC(Cl)(Cl)Cl.ClC(Cl)(Cl)Cl.ClC(Cl)(Cl)Cl.ClC(Cl)(Cl)Cl
Orbital gap: 9.035 eV
LUMO level: -0.1 eV
DFT total energy: -19463.8159 hartree

Element x y z (Å)
C -2.315 2.222 2.809
C -2.467 1.020 3.798
C -1.168 0.128 3.877
C -1.413 -1.252 3.189
O -0.369 -1.669 2.318
C -0.562 -1.229 0.971
N 0.077 -2.223 0.106
C 0.165 0.168 0.849
C 0.434 0.578 -0.627
C 1.497 1.727 -0.826
C 2.153 2.263 0.472
O 3.128 1.381 1.031
O -0.826 -0.053 5.263
C 0.485 0.416 5.519
H -2.504 1.924 1.758
H -3.017 3.029 3.090
H -1.285 2.632 2.885
H -3.347 0.416 3.511
H -2.605 1.427 4.819
H -0.353 0.723 3.429
H -2.386 -1.290 2.647
H -1.505 -2.001 4.004
H -1.625 -1.096 0.686
H 0.012 -3.119 0.578
H 1.054 -1.972 -0.009
H 1.070 0.070 1.478
H -0.545 0.898 1.285
H -0.528 0.960 -1.027
H 0.717 -0.259 -1.290
H 2.308 1.331 -1.466
H 1.000 2.566 -1.357
H 2.712 3.187 0.207
H 1.410 2.540 1.247
H 2.964 0.480 0.754
H 1.221 0.134 4.736
H 0.540 1.517 5.674
H 0.836 -0.043 6.467
Cl -8.924 3.278 1.054
C -7.484 3.566 2.041
Cl -7.959 4.290 3.587
Cl -6.671 2.021 2.338
Cl -6.384 4.662 1.186
Cl 6.189 1.241 2.030
C 6.813 0.803 0.431
Cl 5.594 -0.145 -0.445
Cl 7.168 2.276 -0.488
Cl 8.301 -0.148 0.623
Cl 9.357 -4.061 1.546
C 8.271 -4.219 0.154
Cl 7.089 -2.900 0.178
Cl 9.215 -4.137 -1.344
Cl 7.426 -5.775 0.238
Cl 7.744 5.009 -2.095
C 6.350 6.084 -2.297
Cl 4.947 5.137 -2.821
Cl 5.986 6.873 -0.752
Cl 6.724 7.314 -3.516
Cl -2.298 -1.434 -2.540
C -2.299 -3.059 -3.244
Cl -3.654 -3.211 -4.380
Cl -0.779 -3.331 -4.109
Cl -2.472 -4.262 -1.955
Cl -5.352 -0.793 -2.770
C -6.084 0.193 -1.495
Cl -6.204 -0.766 -0.009
Cl -5.083 1.626 -1.196
Cl -7.704 0.696 -2.015
Cl -13.054 1.007 0.089
C -11.772 -0.071 0.667
Cl -12.096 -1.724 0.114
Cl -10.211 0.471 0.027
Cl -11.726 -0.039 2.438
Cl -0.771 1.138 -3.683
C 0.455 0.543 -4.820
Cl -0.265 -0.693 -5.865
Cl 1.045 1.894 -5.805
Cl 1.811 -0.167 -3.925
Cl 5.265 -8.964 4.617
C 5.167 -7.639 3.444
Cl 6.420 -6.438 3.803
Cl 5.411 -8.279 1.809
Cl 3.571 -6.876 3.546
Cl 2.535 -0.082 -7.987
C 1.609 0.310 -9.446
Cl 1.193 -1.186 -10.300
Cl 0.120 1.167 -9.001
Cl 2.586 1.342 -10.505